{"formula": "C30H31NOP2Yb", "method": "the ωB97M-V functional and the def2-TZVPD basis", "symbols": ["H", "H", "C", "H", "O", "H", "H", "C", "C", "H", "C", "H", "C", "C", "H", "C", "C", "H", "C", "C", "C", "H", "H", "H", "N", "C", "H", "C", "H", "P", "C", "C", "H", "H", "P", "C", "C", "H", "H", "C", "C", "C", "C", "H", "H", "H", "C", "H", "H", "C", "H", "C", "H", "C", "H", "C", "H", "H", "C", "C", "Yb", "C", "C", "H", "H", "H"], "positions_angstrom": [[-1.872, 1.351, 3.242], [-1.628, 4.113, 1.541], [1.050, -3.415, 0.082], [-0.301, -2.890, 2.858], [-1.743, 2.184, -2.653], [3.286, -2.453, 1.537], [1.655, -4.178, 0.576], [-1.630, 3.288, 0.815], [3.263, 1.476, -2.833], [0.835, 3.873, 1.942], [-4.812, -2.083, 1.986], [-4.406, -2.234, -3.337], [2.820, -1.545, 1.126], [3.555, 0.239, -2.236], [1.054, 5.309, 0.115], [2.602, 3.852, -2.532], [4.254, -2.125, -0.862], [-0.816, 2.738, 3.660], [-5.648, -2.606, -1.621], [2.088, 2.158, -0.829], [2.656, 2.500, -2.091], [4.500, -3.067, -0.360], [-2.425, -1.471, -1.983], [3.059, 4.094, -3.496], [1.961, 0.812, -0.519], [3.360, -1.228, -0.268], [0.027, -3.771, -0.064], [-2.419, -1.222, 0.747], [5.373, -2.662, -2.620], [1.038, -1.935, 1.143], [-0.805, 1.533, -2.344], [-4.456, -2.200, -2.252], [-2.641, 2.868, 0.734], [-0.156, 1.066, 3.575], [-0.513, 1.945, 1.343], [-0.868, 1.776, 3.130], [1.060, 2.921, 1.415], [-3.821, -1.577, 3.814], [3.664, 1.707, -3.810], [1.585, 3.212, 0.008], [0.740, -2.549, 2.813], [4.440, -0.712, -2.803], [2.002, 4.831, -1.769], [0.102, 1.342, -3.103], [-6.671, -2.906, 0.257], [0.862, -1.731, 3.535], [-5.756, -2.580, -0.238], [-1.707, -0.866, 2.733], [-5.749, -2.416, 2.443], [-3.450, -1.690, -0.079], [-1.331, 3.661, -0.171], [-4.700, -2.128, 0.573], [1.785, 2.318, 1.994], [4.751, -1.892, -2.157], [1.470, -3.183, -0.902], [-2.529, -1.199, 2.103], [4.904, -0.474, -3.762], [1.436, -3.373, 3.020], [2.957, -0.047, -0.973], [-3.739, -1.616, 2.741], [-0.107, -0.107, -0.402], [1.533, 4.521, -0.484], [-3.368, -1.768, -1.501], [1.864, 5.855, -2.149], [-6.491, -2.946, -2.218], [2.968, -0.699, 1.820]], "spin_multiplicity": 2, "total_charge": 1, "orbital_gap_ev": [4.79, 4.60], "e_lumo_ev": [-4.778, -4.783], "energy_ev": -85249.976, "e_above_lowest_kcal_mol": 60.07}


{"formula": "FH2NO3S", "method": "the ωB97M-V functional and the def2-TZVPD basis", "symbols": ["F", "H", "S", "H", "O", "O", "O", "N"], "positions_angstrom": [[1.645, 0.956, -0.033], [-1.873, -0.381, -0.691], [0.832, -0.351, 0.390], [-0.763, 0.986, -0.958], [1.471, -0.811, 1.600], [0.778, -1.100, -0.856], [-0.643, 0.213, 0.789], [-1.447, 0.489, -0.241]], "total_charge": 0, "orbital_gap_ev": 11.49, "e_lumo_ev": 0.408, "energy_ev": -21215.034, "e_above_lowest_kcal_mol": 4.51}


{"formula": "C12H28MnN7O3", "method": "the ωB97M-V functional and the def2-TZVPD basis", "symbols": ["N", "H", "N", "H", "H", "C", "O", "H", "H", "N", "H", "O", "H", "H", "H", "H", "H", "C", "H", "C", "H", "C", "H", "H", "H", "H", "H", "N", "H", "H", "N", "H", "N", "C", "H", "C", "H", "H", "C", "C", "C", "N", "C", "H", "H", "O", "H", "C", "Mn", "H", "C"], "positions_angstrom": [[3.209, -0.910, -0.168], [4.647, -1.604, 1.141], [0.936, 1.368, 0.930], [-1.948, 2.051, -2.610], [-2.705, -0.356, 0.778], [-1.346, 2.642, -1.925], [1.542, -1.036, 2.108], [5.292, -0.555, -0.121], [-1.808, -3.850, 2.198], [-0.031, 1.994, -1.831], [-1.302, 3.654, -2.332], [1.549, -0.229, -1.576], [4.517, -1.002, -2.339], [2.551, -0.917, 0.605], [-3.817, 0.990, 0.484], [3.205, -0.493, -3.336], [-1.668, -0.416, -2.803], [-0.888, -3.593, 1.676], [-1.707, -1.443, -1.531], [4.569, -1.346, 0.088], [-1.521, 3.488, 0.035], [-2.899, 0.502, 0.138], [-3.390, 0.857, -1.931], [1.796, 1.836, 0.663], [1.228, 0.593, 1.537], [-3.799, -0.748, -1.369], [0.651, 2.627, -1.423], [3.595, -0.615, -2.419], [-3.033, 2.880, -0.580], [-0.131, -2.702, 3.530], [-1.725, -0.452, -1.791], [0.076, 3.261, 1.210], [-0.278, -1.447, 0.754], [-1.171, -2.505, 0.661], [-1.374, 0.753, 2.179], [-1.361, 1.702, 1.640], [-0.571, -4.480, 1.127], [-2.077, 2.373, 2.126], [0.564, -1.726, 1.787], [-3.043, 0.034, -1.307], [-1.963, 2.664, -0.523], [-1.738, 1.409, 0.249], [2.734, -0.583, -1.374], [0.369, 2.415, 2.709], [4.824, -2.235, -0.493], [-2.085, -2.584, -0.147], [0.342, 1.739, -2.739], [0.207, -2.991, 2.534], [-0.172, 0.314, -0.561], [1.098, -3.602, 2.663], [0.048, 2.275, 1.676]], "spin_multiplicity": 2, "total_charge": 1, "orbital_gap_ev": [8.79, 8.19], "e_lumo_ev": [-2.280, -2.280], "energy_ev": -60790.639, "e_above_lowest_kcal_mol": 0.00}